[1]
23
Properties=species:S:1:pos:R:3:forces:R:3:mulliken_charge:R:1 method="wB97M-V/def2-TZVPD" homo_ev=-12.60 gap_ev=8.62 energy_ev=-11922.3354 charge=+1 lumo_ev=-3.98
C 1.266 0.445 2.149 1.69 1.14 1.22 -0.898
C -0.540 1.190 0.882 -0.61 -0.18 1.18 -0.509
C 1.180 -0.629 0.976 -0.20 1.73 2.30 0.719
C -0.026 -0.102 0.325 -1.43 -0.17 -2.65 -0.130
C 2.365 -0.697 -0.001 1.30 0.28 2.17 -0.750
N -0.599 -0.686 -0.714 2.32 1.20 1.82 -0.150
N -2.689 0.061 -2.460 -0.60 0.04 -2.80 -0.976
N 0.450 1.652 1.826 1.92 -3.23 -2.50 -0.315
O 2.118 -1.621 -1.018 0.81 -1.54 0.81 -0.520
H 0.876 -0.001 3.040 -0.55 -0.73 0.54 0.365
H 2.300 0.747 2.527 -0.98 -0.37 -1.18 0.365
H -0.696 1.988 0.174 -0.54 -0.19 -0.74 0.413
H -1.510 0.831 1.312 0.09 0.63 0.02 0.311
H 0.930 -1.548 1.543 0.42 -0.03 -0.95 0.308
H 3.353 -0.766 0.655 -1.86 -0.57 -1.56 0.332
H 2.483 0.208 -0.520 -0.02 1.67 -0.35 0.385
H -1.347 -0.194 -1.242 -0.19 -0.45 -0.55 0.292
H 0.059 -1.347 -1.153 -0.86 -0.21 -0.05 0.323
H -2.654 0.706 -3.280 0.84 -0.25 0.69 0.280
H -2.944 -0.823 -3.059 -0.20 1.86 2.31 0.288
H 0.275 2.270 2.555 -0.81 0.91 1.25 0.228
H -3.459 0.563 -1.986 -0.14 -1.50 -0.13 0.268
H 2.475 -2.446 -0.638 -0.41 -0.06 -0.85 0.373

***

[2]
13
Properties=species:S:1:pos:R:3:forces:R:3:mulliken_charge:R:1 method="wB97M-V/def2-TZVPD" homo_ev=-9.98 gap_ev=10.67 energy_ev=-9374.5373 charge=0 lumo_ev=0.70
O -2.009 0.145 -1.864 0.09 -0.12 -0.27 -0.511
C -2.076 -0.460 -0.589 -0.15 -0.11 0.29 -0.509
C -0.748 -0.653 0.001 0.47 -0.09 0.19 0.159
C 0.377 -0.733 0.428 -0.55 0.11 -0.20 -0.084
C 1.687 -0.288 0.891 0.03 -0.02 0.01 -0.317
C 1.702 1.236 0.666 0.45 0.33 0.15 -0.015
O 2.619 1.961 0.945 -0.34 -0.45 -0.08 -0.459
H -1.414 -0.382 -2.413 -0.10 0.11 0.04 0.318
H -2.620 -1.412 -0.610 0.02 0.08 -0.05 0.271
H -2.646 0.233 0.037 0.05 -0.15 -0.04 0.257
H 2.517 -0.748 0.342 -0.11 0.10 0.04 0.272
H 1.853 -0.504 1.952 -0.03 0.09 -0.13 0.291
H 0.759 1.607 0.212 0.18 0.12 0.05 0.327

***

[3]
22
Properties=species:S:1:pos:R:3:forces:R:3:mulliken_charge:R:1 method="wB97M-V/def2-TZVPD" homo_ev=-10.98 gap_ev=12.12 energy_ev=-6480.8422 charge=0 lumo_ev=1.14
C -0.439 -1.328 -0.735 0.26 -0.63 0.00 0.894
C -0.043 0.038 -1.252 -0.15 0.32 -1.79 -1.412
C -0.758 -1.208 0.733 -0.59 0.35 0.97 -1.403
C -1.620 -2.036 -1.490 2.38 0.05 0.32 -1.267
H 0.497 -1.910 -0.792 -0.48 -0.30 -0.23 0.164
H -0.786 0.807 -1.077 -0.18 0.21 0.59 0.302
H -1.657 -0.588 0.865 0.40 0.40 0.00 0.353
H -1.053 -2.098 1.302 0.42 -0.41 -0.56 0.392
H 0.108 -0.782 1.246 -0.26 0.25 0.21 0.257
H -2.166 -1.318 -2.085 -0.71 0.02 0.26 0.357
H -1.173 -2.756 -2.179 -0.21 0.00 -0.14 0.304
H 0.025 0.068 -2.354 0.01 -0.44 0.13 0.380
H 0.945 0.365 -0.947 -0.08 0.04 0.50 0.304
H -2.112 -2.606 -0.712 -0.91 0.08 -0.34 0.327
C 0.737 2.412 1.550 -0.38 -0.28 0.53 -0.711
C 2.007 1.771 1.079 1.42 0.27 -2.63 -0.921
H 0.917 3.466 1.725 -0.18 0.14 0.42 0.341
H -0.114 2.354 0.871 0.29 -0.16 -0.43 0.208
H 0.374 1.877 2.435 0.15 0.56 0.25 0.219
H 2.034 0.686 1.060 -0.03 -0.11 0.53 0.263
H 2.965 2.187 1.403 -0.36 -0.23 1.31 0.380
H 2.237 2.019 0.015 -0.84 -0.14 0.12 0.268

***

[4]
132
Properties=species:S:1:pos:R:3:forces:R:3:mulliken_charge:R:1 method="wB97M-V/def2-TZVPD" homo_ev=-10.72 gap_ev=10.37 energy_ev=-253956.2577 charge=0 lumo_ev=-0.35
C -19.268 -22.494 -5.909 -1.11 -0.98 0.78 -0.046
C -20.236 -23.246 -6.912 1.00 0.42 -0.15 -0.221
O -20.984 -22.217 -7.619 0.24 0.22 1.10 -0.445
S -20.081 -20.891 -7.449 -1.23 0.03 -0.01 1.088
O -20.945 -19.762 -7.480 0.77 -0.23 -0.48 -0.662
O -18.929 -21.099 -8.276 -0.37 0.63 0.38 -0.123
O -19.699 -21.123 -5.916 0.23 -0.12 -1.43 -0.316
H -18.230 -22.631 -6.249 -0.38 0.28 0.62 -0.228
H -19.526 -22.802 -4.881 0.89 -0.17 -0.48 0.510
H -20.848 -24.002 -6.409 -0.30 0.58 -0.37 0.345
H -19.615 -23.677 -7.676 0.21 -0.74 -0.15 0.090
C -18.495 -22.116 -11.086 -1.75 0.77 -1.04 -0.060
C -18.384 -22.726 -12.446 2.05 -0.21 -1.00 -0.385
O -17.577 -23.964 -12.221 -1.35 0.28 -0.85 -0.365
S -16.893 -23.817 -10.873 2.93 -2.01 1.75 1.236
O -15.469 -23.802 -11.024 -0.32 -0.48 0.05 -0.333
O -17.469 -24.716 -9.914 0.03 0.19 -0.37 -0.802
O -17.258 -22.367 -10.525 0.74 0.69 1.07 -0.123
H -19.296 -22.639 -10.570 -0.14 0.53 0.59 0.189
H -18.551 -21.040 -11.177 -0.83 0.02 0.32 -0.093
H -17.698 -22.163 -13.082 -0.47 0.32 -0.15 0.124
H -19.267 -23.031 -12.938 -0.96 -0.13 -0.36 0.474
C -17.366 -17.008 -13.574 -0.58 0.34 0.16 -0.286
C -16.985 -18.439 -13.749 0.17 -0.23 -1.19 -0.449
O -17.022 -18.931 -12.442 2.28 -1.33 0.31 0.132
S -18.223 -18.359 -11.721 -1.44 0.28 3.95 1.418
O -17.847 -18.249 -10.319 -0.72 0.03 -2.02 -0.534
O -19.380 -19.113 -12.076 -0.28 -0.06 0.07 -0.705
O -18.308 -16.965 -12.424 0.86 0.24 -0.93 -0.376
H -17.838 -16.644 -14.463 -0.42 0.58 -0.20 0.346
H -16.466 -16.461 -13.329 -0.11 0.47 0.24 0.174
H -15.979 -18.412 -14.109 0.68 -0.59 -0.24 0.205
H -17.604 -19.091 -14.366 -0.16 0.39 -0.21 0.249
C -9.516 -17.253 -8.271 -0.76 1.89 -0.32 0.146
C -8.249 -17.872 -8.726 0.62 -1.68 -0.23 -0.055
O -8.162 -17.691 -10.146 1.09 1.25 0.89 -0.416
S -9.617 -17.731 -10.661 0.48 -0.47 -3.60 1.133
O -9.947 -19.113 -10.724 -0.98 -0.73 0.01 -0.398
O -9.660 -16.945 -11.856 -0.57 -0.27 1.01 -0.619
O -10.367 -17.073 -9.490 0.22 0.22 1.59 -0.237
H -9.339 -16.236 -7.954 -0.29 0.22 0.40 0.351
H -9.980 -17.872 -7.530 -0.60 -0.02 0.17 -0.175
H -8.401 -18.931 -8.576 0.77 -0.36 0.25 -0.107
H -7.350 -17.495 -8.251 -0.07 -0.06 -0.03 0.398
C -11.903 -19.458 -3.913 0.70 1.41 -1.67 -0.278
C -12.168 -20.592 -4.879 1.11 -1.74 0.20 1.182
O -10.884 -20.898 -5.599 -0.41 0.40 0.49 -0.090
S -9.745 -19.990 -5.026 1.61 0.85 1.03 0.871
O -8.986 -19.305 -6.020 -0.30 -0.70 -0.62 -0.379
O -9.031 -20.642 -3.977 -0.38 -0.47 -0.37 -0.607
O -10.642 -18.877 -4.386 -1.39 0.28 0.51 -0.409
H -11.782 -19.816 -2.922 0.17 -0.22 0.93 0.367
H -12.633 -18.653 -3.973 -0.03 -0.16 0.08 0.216
H -12.830 -20.496 -5.709 -0.81 0.44 0.23 -1.162
H -12.357 -21.450 -4.234 -0.37 -0.29 -0.62 0.383
C -16.135 -27.612 -9.613 -1.46 0.33 -0.64 -0.282
C -14.958 -26.689 -9.342 2.77 -0.76 -0.57 0.656
O -14.111 -26.580 -10.639 -2.32 -0.02 1.89 -0.242
S -14.627 -27.818 -11.461 -0.51 2.15 -4.54 1.161
O -13.970 -28.963 -11.038 1.47 -2.40 1.19 -0.605
O -14.659 -27.441 -12.847 0.60 -0.30 0.84 -0.618
O -16.130 -27.894 -11.060 0.22 0.16 1.87 -0.372
H -17.055 -27.024 -9.580 0.06 -0.40 0.85 0.200
H -16.131 -28.539 -8.989 -0.05 0.73 -0.75 0.328
H -14.224 -27.123 -8.668 -0.14 -0.39 0.18 0.444
H -15.155 -25.731 -8.931 -0.53 1.02 -0.54 -0.551
C -8.715 -23.085 -8.058 -0.35 -0.71 0.32 -0.324
C -8.955 -21.743 -8.645 0.77 -0.13 -1.41 0.418
O -7.622 -21.198 -8.846 -0.38 0.19 0.13 -0.221
S -6.631 -21.892 -7.855 1.09 -3.95 -0.94 1.048
O -6.165 -21.034 -6.869 0.97 1.64 1.22 -0.519
O -5.721 -22.727 -8.639 -1.57 1.51 1.29 -0.610
O -7.724 -22.886 -7.066 1.25 1.23 -1.27 -0.343
H -8.421 -23.895 -8.739 -0.02 0.44 -0.11 0.346
H -9.610 -23.331 -7.558 -1.08 -0.79 0.69 0.363
H -9.533 -21.087 -8.045 -0.35 0.55 0.78 -0.306
H -9.399 -21.808 -9.611 -0.38 0.11 -0.73 0.095
C -12.991 -18.019 -12.342 1.86 -0.25 1.13 0.953
C -13.705 -16.995 -11.463 0.66 0.55 -0.17 0.297
O -14.181 -16.024 -12.402 0.59 -0.40 -0.59 -0.474
S -13.196 -16.085 -13.689 -1.40 2.52 -2.57 1.056
O -12.515 -14.837 -13.778 0.10 -0.62 0.24 -0.626
O -14.028 -16.479 -14.794 0.02 0.02 0.50 -0.601
O -12.232 -17.247 -13.380 -0.85 -0.58 2.24 -0.304
H -13.635 -18.686 -12.870 -0.57 -0.43 -0.23 -0.281
H -12.237 -18.556 -11.744 -0.31 -0.01 -0.54 -0.482
H -13.045 -16.438 -10.773 -0.05 -0.69 -0.17 0.259
H -14.553 -17.392 -10.934 -0.25 -0.33 0.19 0.136
C -14.184 -26.731 -5.625 -0.11 -0.20 2.04 -0.392
C -15.416 -27.531 -6.043 1.29 -1.12 -0.73 -0.409
O -16.258 -26.615 -6.804 1.36 0.46 1.64 -0.353
S -15.954 -25.144 -6.097 -0.28 0.82 -0.64 0.990
O -17.064 -24.779 -5.293 -0.23 0.17 -0.35 -0.616
O -15.434 -24.289 -7.125 -0.56 -0.56 0.53 -0.324
O -14.792 -25.515 -5.087 -0.08 -0.57 -1.11 -0.317
H -13.418 -26.499 -6.367 -0.38 0.00 -0.25 0.256
H -13.703 -27.171 -4.728 -0.15 0.00 -0.72 0.373
H -15.931 -27.959 -5.180 -0.18 0.44 -0.04 0.448
H -15.043 -28.391 -6.638 -0.73 0.61 -0.21 0.316
C -12.689 -22.931 -11.955 0.25 0.44 0.56 0.599
C -12.846 -23.705 -13.248 0.02 0.92 -0.98 -0.554
O -14.041 -23.089 -13.891 -0.10 -2.22 0.80 -0.337
S -13.937 -21.615 -13.571 -2.37 4.24 -0.09 0.854
O -15.211 -20.975 -13.353 -0.01 -1.04 -0.34 -0.343
O -13.091 -20.969 -14.488 1.18 0.29 -1.15 -0.700
O -13.266 -21.606 -12.179 0.97 -1.43 0.82 -0.041
H -11.639 -22.796 -11.683 -0.24 -0.11 0.08 0.268
H -13.293 -23.365 -11.175 0.17 -0.22 0.30 -0.342
H -13.057 -24.750 -13.065 0.09 -0.12 -0.37 0.282
H -12.054 -23.438 -13.971 -0.03 -0.83 0.49 0.410
C -17.109 -17.997 -4.219 2.53 1.85 0.28 -0.501
C -18.177 -18.957 -4.065 -2.93 -2.07 0.33 -0.209
O -17.667 -20.299 -4.430 -0.15 0.75 0.61 -0.188
S -16.172 -20.113 -4.755 3.64 0.11 0.04 0.984
O -16.014 -19.878 -6.139 -0.44 -0.27 -0.96 -0.254
O -15.299 -21.023 -4.086 -0.81 -0.43 -0.18 -0.714
O -15.869 -18.703 -4.049 -0.93 -1.09 0.26 -0.338
H -17.027 -17.251 -3.438 -0.71 0.38 -0.12 0.321
H -17.060 -17.573 -5.203 -0.30 0.52 -0.50 0.277
H -19.029 -18.744 -4.735 0.32 -0.16 0.44 0.197
H -18.512 -19.142 -3.044 -0.08 0.50 -0.03 0.340
C -14.907 -21.599 -8.733 0.83 -0.56 -1.55 -0.828
C -15.019 -20.449 -9.670 -0.43 0.54 -1.80 1.058
O -13.748 -19.712 -9.562 -1.07 0.30 -1.14 0.270
S -12.931 -20.265 -8.387 -0.26 -0.43 0.99 0.994
O -12.563 -19.193 -7.533 0.44 0.03 0.09 -0.688
O -11.993 -21.228 -8.836 0.73 -0.09 -0.22 -0.282
O -14.123 -21.064 -7.702 0.70 -0.13 1.19 0.207
H -14.475 -22.496 -9.223 0.20 0.55 0.51 -0.595
H -15.878 -21.850 -8.460 -1.50 -0.45 1.32 0.526
H -15.853 -19.777 -9.437 0.44 0.06 0.15 -0.148
H -15.120 -20.798 -10.702 0.09 0.28 0.11 -0.637

***

[5]
38
Properties=species:S:1:pos:R:3:forces:R:3:mulliken_charge:R:1 method="wB97M-V/def2-TZVPD" homo_ev=-8.78 gap_ev=9.38 energy_ev=-49211.6000 charge=0 lumo_ev=0.60
C 2.619 -1.654 2.013 -0.06 -0.24 0.03 -1.349
C 2.123 -0.280 2.298 -0.26 -0.28 0.38 1.153
N 0.929 0.085 2.557 0.21 0.47 0.46 -0.977
N -0.148 -0.749 2.608 -0.13 0.17 -0.32 0.244
C -0.285 -2.044 3.002 -0.25 0.00 0.17 0.493
O 0.537 -2.672 3.628 0.13 -0.20 0.11 -0.625
C -1.647 -2.616 2.591 0.17 -0.15 0.06 -0.645
C -2.119 -2.076 1.285 0.05 -0.09 -0.38 0.180
C -3.260 -1.387 1.012 0.20 -0.17 0.19 -0.450
C -3.359 -0.986 -0.341 0.03 0.07 -0.29 -0.425
C -2.287 -1.365 -1.077 0.23 -0.19 0.09 -0.519
S -1.132 -2.228 -0.140 -0.57 0.14 0.21 -0.127
H -2.093 -1.196 -2.117 -0.02 0.07 -0.25 0.520
H -4.195 -0.440 -0.740 -0.13 0.10 -0.12 0.431
H -4.015 -1.177 1.750 -0.11 0.01 0.20 0.409
H -2.376 -2.386 3.372 0.02 -0.04 -0.01 0.306
H -1.529 -3.702 2.554 0.02 0.10 0.12 0.337
H -0.989 -0.261 2.322 0.21 -0.21 -0.03 0.375
C 3.069 0.869 2.078 0.09 0.10 -0.14 -1.237
C 2.887 1.298 0.615 -0.03 0.08 0.43 0.624
O 3.774 1.278 -0.201 0.32 -0.05 -0.34 -0.627
N 1.596 1.668 0.375 -0.16 0.21 0.27 -0.077
C 0.941 1.782 -0.838 -0.12 0.02 -0.46 0.100
N -0.385 1.766 -0.723 0.24 0.00 0.41 -0.397
C -1.123 1.841 -1.812 -0.01 0.05 -0.38 -0.737
C -0.567 1.927 -3.080 0.24 -0.01 0.16 0.565
C 0.818 1.950 -3.209 -0.32 -0.02 0.18 -0.574
C 1.594 1.882 -2.069 0.03 -0.02 0.04 -0.242
H 2.670 1.891 -2.114 0.04 0.01 0.01 0.467
H 1.274 2.020 -4.184 0.03 0.01 -0.09 0.444
Cl -1.582 1.999 -4.475 -0.14 0.00 -0.12 -0.230
H -2.193 1.824 -1.664 -0.12 0.01 -0.12 0.460
H 0.958 1.572 1.164 0.14 -0.02 -0.21 0.357
H 4.106 0.581 2.237 -0.05 0.07 -0.08 0.407
H 2.811 1.709 2.722 0.00 -0.04 0.03 0.351
H 3.649 -1.636 1.671 0.04 0.04 -0.10 0.407
H 2.532 -2.285 2.898 0.04 0.04 -0.08 0.381
H 1.992 -2.112 1.245 0.00 -0.07 -0.03 0.228

***

[6]
42
Properties=species:S:1:pos:R:3:forces:R:3:mulliken_charge:R:1 method="wB97M-V/def2-TZVPD" homo_ev=-11.35 gap_ev=8.86 energy_ev=-159532.9053 charge=+1 lumo_ev=-2.48
C 2.637 3.605 2.038 0.15 -0.02 -0.19 -1.288
C 2.320 4.597 0.976 -0.16 0.17 -0.23 0.551
Br 3.283 6.211 1.123 0.00 -0.03 0.05 -0.117
C 1.431 4.408 0.008 0.17 0.56 -0.30 -0.028
Br 1.072 5.721 -1.314 -0.02 -0.07 0.09 -0.111
C 0.574 3.202 -0.166 0.12 0.07 0.12 -0.364
O -0.788 3.470 0.182 -0.10 -0.04 -0.06 -0.334
C -0.946 3.634 1.524 -0.53 -1.22 1.16 0.104
O -1.273 2.728 2.253 0.31 0.81 -0.87 -0.445
H 3.688 3.662 2.253 0.41 -0.01 0.30 0.485
H 2.073 3.799 2.935 -0.13 0.17 0.46 0.309
H 2.430 2.599 1.721 -0.15 -0.43 -0.12 0.268
H 0.916 2.367 0.430 0.20 -0.24 0.24 -0.085
H 0.601 2.905 -1.200 -0.30 -0.08 -0.39 0.551
H -0.773 4.634 1.925 0.06 0.34 -0.26 0.500
C -1.775 -0.006 0.578 -0.03 -0.11 -0.23 -0.500
C -2.499 -1.090 -0.230 0.09 0.18 0.14 -1.010
C -1.936 -2.503 -0.160 -0.22 0.16 0.11 -0.444
N -0.716 -2.844 -1.019 0.18 -0.34 -0.12 0.393
C -1.204 -3.583 -2.226 -0.03 0.17 0.03 -1.304
C 0.121 -1.666 -1.454 0.11 0.16 0.04 -0.889
C 1.134 -1.457 -0.348 0.03 0.02 0.21 -0.361
C 1.481 -2.878 0.110 0.05 0.05 0.02 -0.682
C 0.266 -3.737 -0.260 0.12 -0.03 -0.01 -0.595
H -0.979 0.468 0.009 0.10 0.04 0.06 -0.180
H -2.462 0.789 0.847 -0.04 0.02 0.03 0.462
H -1.359 -0.404 1.504 -0.03 0.03 0.03 0.298
H -2.639 -0.775 -1.266 -0.06 -0.04 -0.03 0.379
H -3.505 -1.179 0.184 -0.05 -0.13 -0.07 0.462
H -2.711 -3.191 -0.492 0.06 -0.11 0.05 0.383
H -1.703 -2.764 0.869 0.15 0.13 0.04 0.325
H -1.895 -2.940 -2.765 -0.05 -0.03 -0.05 0.372
H -1.702 -4.490 -1.897 -0.05 -0.01 -0.03 0.483
H -0.354 -3.834 -2.853 0.01 0.01 -0.05 0.501
H 0.625 -1.966 -2.371 -0.01 -0.06 -0.02 0.475
H -0.516 -0.817 -1.679 -0.03 -0.03 0.03 0.456
H 0.719 -0.891 0.482 -0.13 0.04 -0.05 0.085
H 2.004 -0.911 -0.706 -0.01 -0.02 -0.06 0.554
H 1.686 -2.913 1.177 -0.02 -0.03 0.02 0.352
H 2.368 -3.249 -0.398 -0.02 -0.02 -0.05 0.308
H -0.241 -4.162 0.598 -0.10 -0.02 -0.01 0.339
H 0.548 -4.549 -0.924 -0.05 -0.02 -0.03 0.344